A cluster of 2 separate species, C5H10ClN in total in a non-equilibrium geometry, computed with the ωB97M-V functional and the def2-TZVPD basis.

```
! RIJCOSX wB97M-V def2-TZVPD def2/J DEFGRID3
* xyz 0 1
Cl -2.71812 0.18722 1.77005
N -0.68466 0.48182 3.48202
C 0.44773 0.62408 0.41685
C 0.91330 1.01708 -1.97304
C 0.24549 0.28506 -0.82225
C -0.64028 -0.84503 -1.26019
C -1.14138 -0.20271 2.38749
H -0.04000 -1.61215 -1.75075
H 1.43549 0.31199 -2.61778
H -1.11536 1.37515 3.64864
H -0.89665 -1.25074 2.32646
H 0.14407 1.51562 -2.56569
H 1.02202 1.38669 0.89290
H -1.37898 -0.48996 -1.97853
H -0.49031 -0.04377 4.32093
H 1.61703 1.76446 -1.61462
H -1.15373 -1.28930 -0.41346
*
```

Properties
HOMO level (alpha / beta)   -7.202 / -7.868 eV
Relative energy (zero: lowest compared OMol25 entry of this formula, charge and spin)   3.936 eV
Molecular weight   119.59 g mol⁻¹

Mulliken population analysis, charges in e, atoms 1 to 6:
1. Cl -0.18
2. N -0.36
3. C -0.78
4. C -1.23
5. C 0.98
6. C -1.10